{
  "formula": "C41H31BrN6O3STi",
  "method": "the ωB97M-V functional and the def2-TZVPD basis",
  "largest_force_ev_per_a": 0.7,
  "s2": 2.035,
  "e_homo_ev": [-5.239, -7.205],
  "de_lowest_kcal_mol": 29.7,
  "lumo_ha": [-0.0080, -0.0081],
  "multiplicity": 3,
  "species": ["Br", "Ti", "S", "O", "O", "O", "N", "N", "N", "N", "N", "N", "C", "C", "C", "C", "C", "C", "C", "C", "C", "C", "C", "C", "C", "C", "C", "C", "C", "C", "C", "C", "C", "C", "C", "C", "C", "C", "C", "C", "C", "C", "C", "C", "C", "C", "C", "C", "C", "C", "C", "C", "C", "H", "H", "H", "H", "H", "H", "H", "H", "H", "H", "H", "H", "H", "H", "H", "H", "H", "H", "H", "H", "H", "H", "H", "H", "H", "H", "H", "H", "H", "H", "H"],
  "xyz": [[3.49, -6.21, 2.51], [0.99, 0.17, 0.82], [-1.21, 2.20, 0.38], [-0.81, 3.58, 0.52], [2.89, -0.40, 1.01], [-1.13, 1.36, 1.58], [1.01, -0.18, 2.82], [1.70, 2.07, 1.67], [1.30, -1.44, -0.81], [-1.01, -0.67, -2.35], [-0.78, -1.32, 0.74], [-0.38, 1.31, -0.63], [-0.58, 0.50, -2.88], [0.24, 2.97, -3.92], [4.22, -3.78, 1.20], [2.38, 4.36, 1.70], [2.74, -2.56, -2.34], [-2.87, 2.22, -0.22], [-3.44, 3.42, -0.61], [-3.57, 1.03, -0.37], [1.60, 3.33, 3.73], [1.22, -3.86, -1.02], [-0.67, -0.43, -5.11], [-4.85, 1.05, -0.90], [0.74, -2.64, -0.51], [0.92, 2.17, 5.72], [2.25, -3.78, -1.99], [-4.72, 3.43, -1.14], [-1.09, -1.60, -4.56], [1.33, -1.43, 3.24], [-1.25, -1.67, -3.16], [2.24, -2.22, 2.47], [0.79, 0.97, 5.00], [3.36, -4.35, 2.13], [1.31, 3.33, 5.12], [1.03, 0.93, 3.64], [-0.35, -2.62, 0.39], [-6.83, 2.27, -1.87], [2.27, -1.41, -1.69], [-0.87, -3.80, 0.85], [-0.33, -5.02, 0.40], [-5.44, 2.25, -1.30], [0.01, 1.94, -4.78], [-0.28, 1.59, -2.00], [3.07, -1.65, 1.44], [2.41, -3.59, 2.77], [2.09, 4.45, 3.03], [0.11, 2.80, -2.52], [0.67, -5.06, -0.53], [-0.40, 0.68, -4.28], [2.16, 3.13, 1.05], [1.43, 2.14, 3.00], [4.07, -2.44, 0.88], [4.99, -4.38, 0.72], [-1.43, -1.28, 1.52], [-2.88, 4.34, -0.49], [2.73, -0.45, -1.88], [4.72, -1.97, 0.15], [2.23, 5.39, 3.56], [0.54, 3.94, -4.30], [0.70, 2.16, 6.78], [-5.39, 0.12, -1.01], [2.63, -4.69, -2.42], [1.77, -4.05, 3.52], [-7.19, 1.26, -2.06], [-0.54, -0.33, -6.18], [-1.69, -3.79, 1.56], [-1.60, -2.59, -2.71], [-7.52, 2.75, -1.18], [0.50, 0.06, 5.53], [3.53, -2.46, -3.08], [-3.11, 0.10, -0.08], [1.42, 4.25, 5.68], [-0.74, -5.95, 0.79], [0.13, 2.06, -5.85], [-6.86, 2.83, -2.80], [0.31, 3.62, -1.85], [1.03, -1.79, 4.22], [2.76, 5.20, 1.14], [2.34, 3.04, -0.02], [-1.30, -2.47, -5.17], [-1.16, -0.83, -0.08], [-5.16, 4.37, -1.45], [1.06, -6.01, -0.88]]
}

***

{
  "formula": "C41H31I2N6O2PSV",
  "method": "the ωB97M-V functional and the def2-TZVPD basis",
  "largest_force_ev_per_a": 1.1,
  "s2": 3.828,
  "e_homo_ev": [-6.814, -7.259],
  "de_lowest_kcal_mol": 0.0,
  "lumo_ha": [-0.0215, -0.0248],
  "multiplicity": 4,
  "species": ["I", "I", "V", "S", "P", "O", "O", "N", "N", "N", "N", "N", "N", "C", "C", "C", "C", "C", "C", "C", "C", "C", "C", "C", "C", "C", "C", "C", "C", "C", "C", "C", "C", "C", "C", "C", "C", "C", "C", "C", "C", "C", "C", "C", "C", "C", "C", "C", "C", "C", "C", "C", "C", "C", "H", "H", "H", "H", "H", "H", "H", "H", "H", "H", "H", "H", "H", "H", "H", "H", "H", "H", "H", "H", "H", "H", "H", "H", "H", "H", "H", "H", "H", "H", "H"],
  "xyz": [[-3.44, 0.96, -4.49], [-7.45, 0.49, -0.08], [-0.09, 0.67, -0.44], [1.56, 0.25, 1.35], [-0.24, -1.87, -0.89], [1.84, 1.98, -2.38], [-1.51, 0.81, -1.95], [-2.00, 0.61, 0.66], [1.25, 2.97, 0.96], [0.32, 2.66, 0.16], [1.41, 0.70, -2.05], [3.76, 1.49, 2.77], [3.00, 2.38, 2.19], [0.94, -3.81, -2.44], [-4.57, 0.49, 1.69], [7.11, 2.49, 5.05], [1.78, -4.37, -3.38], [1.76, -1.60, -2.94], [-1.88, -2.37, -1.51], [1.91, -0.14, -2.86], [1.99, 1.93, 1.50], [-3.48, 0.42, 2.51], [6.76, 1.16, 4.86], [1.56, -3.09, 0.80], [6.35, 3.49, 4.48], [-5.15, 0.75, -2.00], [-2.75, 0.78, -1.59], [2.60, -2.19, -3.89], [5.23, 3.18, 3.72], [-2.16, 5.88, -0.93], [-4.49, -2.78, -2.46], [-2.19, 0.48, 1.95], [-0.51, 3.77, -0.21], [2.61, -3.55, -4.12], [1.09, -4.72, 2.50], [-0.69, -3.87, 1.11], [-5.45, 0.65, -0.66], [-1.57, 5.86, 0.32], [-0.74, 4.81, 0.69], [-3.84, 0.82, -2.45], [-4.26, -2.56, -1.10], [-1.93, 4.84, -1.82], [-0.25, -4.70, 2.14], [-4.40, 0.62, 0.29], [0.91, -2.43, -2.20], [4.88, 1.84, 3.53], [1.99, -3.91, 1.82], [5.65, 0.83, 4.10], [-1.11, 3.78, -1.46], [0.21, -3.05, 0.43], [-2.12, -2.58, -2.87], [-2.98, -2.34, -0.64], [-3.07, 0.68, -0.18], [-3.42, -2.78, -3.34], [0.29, -4.45, -1.86], [-0.95, 2.95, -2.14], [-5.57, 0.44, 2.10], [4.62, 3.95, 3.27], [-1.75, 6.66, 1.02], [3.04, -3.93, 2.08], [1.77, -5.44, -3.54], [-0.96, -5.33, 2.65], [-2.81, 6.70, -1.21], [1.43, -5.36, 3.30], [2.28, -2.46, 0.27], [5.37, -0.20, 3.95], [-0.27, 4.78, 1.66], [-5.49, -2.93, -2.82], [-5.96, 0.77, -2.72], [-3.58, -2.92, -4.40], [-5.10, -2.53, -0.41], [-1.30, -2.56, -3.58], [6.61, 4.53, 4.62], [3.28, -3.96, -4.86], [-1.73, -3.90, 0.82], [1.50, 2.54, -1.68], [-2.83, -2.11, 0.41], [2.57, 0.28, -3.62], [3.25, -1.55, -4.47], [3.52, 0.50, 2.64], [-2.40, 4.85, -2.80], [-1.30, 0.42, 2.56], [7.98, 2.74, 5.65], [7.35, 0.37, 5.30], [-3.59, 0.33, 3.58]]
}

***

{
  "formula": "C41H33AsIrN5O2S",
  "method": "the ωB97M-V functional and the def2-TZVPD basis",
  "largest_force_ev_per_a": 0.8,
  "s2": 6.034,
  "e_homo_ev": [-10.240, -13.558],
  "lumo_ha": [-0.2303, -0.2642],
  "total_charge": 2,
  "multiplicity": 5,
  "species": ["Ir", "As", "S", "O", "O", "N", "N", "N", "N", "N", "C", "C", "C", "C", "C", "C", "C", "C", "C", "C", "C", "C", "C", "C", "C", "C", "C", "C", "C", "C", "C", "C", "C", "C", "C", "C", "C", "C", "C", "C", "C", "C", "C", "C", "C", "C", "C", "C", "C", "C", "C", "H", "H", "H", "H", "H", "H", "H", "H", "H", "H", "H", "H", "H", "H", "H", "H", "H", "H", "H", "H", "H", "H", "H", "H", "H", "H", "H", "H", "H", "H", "H", "H", "H"],
  "xyz": [[-1.09, 0.07, -0.30], [-1.87, 1.15, 1.75], [2.28, 1.09, 2.03], [-0.58, -5.35, -4.89], [-2.46, -6.23, -4.36], [-2.82, -1.19, -0.67], [-1.61, -5.37, -4.26], [3.50, 2.63, 3.78], [3.61, 3.39, 1.59], [-0.32, -1.36, -1.53], [-5.05, -2.01, -0.48], [-3.31, 2.18, 0.94], [-0.66, 2.03, 4.22], [-0.44, 4.70, 3.47], [-2.99, 2.94, -0.18], [-3.12, -4.22, -2.80], [-0.07, 4.31, 4.75], [-4.76, -3.06, -1.35], [1.39, -2.34, -2.87], [-3.77, -2.00, 4.67], [4.62, 4.63, 3.37], [4.25, -0.09, -0.19], [4.71, 1.30, -2.55], [-0.82, -3.33, -2.91], [-0.17, 2.97, 5.12], [3.39, 0.94, -0.57], [5.58, 0.29, -2.16], [4.18, 3.69, 4.25], [2.17, 1.32, 0.24], [-4.61, 2.19, 1.44], [-4.06, -1.11, -0.17], [-5.57, 2.98, 0.82], [-4.00, -0.64, 4.88], [3.62, 1.62, -1.75], [-3.49, -3.18, -1.89], [-1.22, -2.33, -1.99], [-5.24, 3.74, -0.29], [4.32, 4.42, 2.02], [-3.43, 0.30, 4.03], [-1.06, 2.44, 2.95], [-0.94, 3.77, 2.57], [0.98, -1.39, -2.00], [3.20, 2.49, 2.47], [0.50, -3.33, -3.34], [-2.51, -2.24, -1.52], [-2.41, -1.48, 2.76], [-2.65, -0.13, 2.96], [-1.87, -4.27, -3.29], [5.34, -0.41, -0.98], [-3.95, 3.72, -0.80], [-2.97, -2.42, 3.61], [-3.59, 1.35, 4.21], [-4.26, -0.28, 0.49], [2.42, -2.33, -3.21], [-4.88, 1.59, 2.30], [1.89, 2.35, 0.06], [-1.25, 4.10, 1.59], [4.35, 3.73, 5.31], [-0.37, 5.75, 3.19], [2.95, 2.42, -2.06], [-4.21, -2.73, 5.34], [-3.84, -4.95, -3.11], [6.01, -1.20, -0.67], [0.84, -4.08, -4.04], [-4.62, -0.32, 5.71], [4.65, 5.11, 1.26], [0.28, 5.04, 5.47], [-2.79, -3.47, 3.46], [3.18, 1.92, 4.43], [5.18, 5.49, 3.70], [-6.03, -1.89, -0.04], [4.89, 1.84, -3.47], [-1.78, -1.81, 1.94], [6.44, 0.04, -2.77], [0.09, 2.66, 6.13], [1.66, -0.64, -1.64], [-6.58, 2.99, 1.21], [-3.70, 4.30, -1.67], [-0.76, 1.00, 4.52], [-5.53, -3.78, -1.63], [-6.00, 4.35, -0.77], [4.07, -0.65, 0.73], [1.30, 0.68, -0.03], [-1.98, 2.92, -0.59]]
}

***

Number 3 is which compound?
C41H33AsIrN5O2S

***

The lowest multiplicity belongs to which entry?
C41H31BrN6O3STi